Entry 1:
{
  "formula": "C26H75NaO14",
  "method": "ωB97M-V/def2-TZVPD",
  "spin_multiplicity": 1,
  "lumo_ev": 0.27,
  "homo_lumo_gap_ev": 9.80,
  "energy_ha": -2251.2770,
  "elements": ["Na", "C", "C", "O", "O", "H", "H", "H", "C", "C", "O", "H", "H", "H", "H", "H", "H", "C", "C", "O", "H", "H", "H", "H", "H", "H", "C", "C", "O", "H", "H", "H", "H", "H", "H", "C", "C", "O", "H", "H", "H", "H", "H", "H", "C", "C", "O", "H", "H", "H", "H", "H", "H", "C", "C", "O", "H", "H", "H", "H", "H", "H", "C", "C", "O", "H", "H", "H", "H", "H", "H", "C", "C", "O", "H", "H", "H", "H", "H", "H", "C", "C", "O", "H", "H", "H", "H", "H", "H", "C", "C", "O", "H", "H", "H", "H", "H", "H", "C", "C", "O", "H", "H", "H", "H", "H", "H", "C", "C", "O", "H", "H", "H", "H", "H", "H"],
  "coordinates": [[0.04, -0.47, 0.13], [-0.68, 3.73, -0.67], [-0.58, 2.28, -0.33], [0.05, 1.92, 0.72], [-0.97, 1.35, -1.12], [0.32, 4.12, -0.83], [-1.16, 4.26, 0.15], [-1.18, 3.98, -1.61], [-3.48, -0.66, 2.02], [-2.35, -1.15, 2.87], [-1.14, -0.57, 2.53], [-3.44, 0.42, 2.02], [-4.47, -0.99, 2.34], [-3.35, -1.07, 1.02], [-2.18, -2.22, 2.82], [-2.47, -0.89, 3.93], [-1.04, 0.24, 3.04], [2.31, 2.76, 5.26], [2.50, 1.81, 4.09], [1.61, 0.78, 4.19], [1.50, 3.49, 5.23], [3.26, 3.25, 5.47], [2.11, 2.11, 6.11], [3.56, 1.56, 3.97], [2.34, 2.25, 3.11], [0.71, 1.11, 4.14], [3.71, -2.31, 1.73], [2.42, -2.12, 2.45], [1.78, -0.94, 1.91], [4.08, -3.31, 1.97], [4.43, -1.53, 1.96], [3.62, -2.33, 0.64], [2.64, -2.11, 3.51], [1.80, -3.01, 2.42], [1.67, -0.32, 2.63], [-3.25, -2.15, -5.54], [-3.19, -2.32, -3.99], [-1.84, -1.95, -3.64], [-4.18, -2.56, -5.95], [-2.51, -2.85, -5.95], [-3.05, -1.16, -5.93], [-3.45, -3.34, -3.69], [-3.82, -1.63, -3.45], [-1.82, -1.01, -3.84], [0.00, -3.66, 4.56], [1.36, -4.08, 5.15], [1.13, -5.19, 5.95], [0.09, -2.68, 4.10], [-0.76, -3.51, 5.33], [-0.41, -4.38, 3.86], [1.85, -3.29, 5.73], [2.09, -4.32, 4.37], [0.29, -5.01, 6.38], [4.89, 1.13, -0.57], [3.74, 1.54, 0.32], [2.58, 1.79, -0.52], [5.16, 2.01, -1.17], [4.67, 0.27, -1.19], [5.79, 0.95, 0.02], [3.90, 2.40, 0.98], [3.54, 0.72, 1.01], [1.78, 1.95, -0.01], [-2.81, 2.67, 4.36], [-1.43, 3.15, 3.93], [-0.71, 1.99, 3.43], [-2.84, 1.82, 5.04], [-3.34, 2.41, 3.44], [-3.40, 3.46, 4.82], [-0.93, 3.55, 4.81], [-1.46, 3.93, 3.17], [-0.48, 2.13, 2.50], [1.82, -2.61, -3.05], [2.54, -1.34, -2.51], [1.95, -0.88, -1.35], [1.91, -3.42, -2.33], [2.26, -2.93, -3.99], [0.78, -2.37, -3.25], [2.53, -0.51, -3.21], [3.58, -1.57, -2.31], [2.46, -0.12, -1.05], [3.05, 3.02, -3.63], [2.18, 4.15, -3.25], [2.54, 5.23, -4.02], [2.88, 2.18, -2.95], [4.10, 3.25, -3.43], [2.85, 2.73, -4.66], [2.32, 4.43, -2.21], [1.15, 3.80, -3.34], [3.32, 5.62, -3.61], [-1.55, -4.08, 0.54], [-1.08, -3.73, -0.88], [-1.04, -2.36, -1.03], [-2.49, -3.55, 0.71], [-0.84, -3.77, 1.31], [-1.75, -5.14, 0.69], [-1.79, -4.19, -1.57], [-0.13, -4.19, -1.17], [-1.13, -2.19, -1.97], [-0.45, 0.34, -5.80], [-0.28, 0.80, -4.36], [-1.53, 0.74, -3.70], [-1.33, 0.78, -6.27], [-0.57, -0.72, -5.99], [0.40, 0.75, -6.35], [0.11, 1.81, -4.36], [0.47, 0.15, -3.90], [-1.37, 1.05, -2.80], [-4.57, 1.94, -2.33], [-4.62, 0.78, -1.29], [-5.89, 0.24, -1.15], [-5.21, 2.79, -2.09], [-4.98, 1.56, -3.26], [-3.57, 2.35, -2.47], [-4.22, 1.10, -0.33], [-3.92, 0.05, -1.70], [-6.08, -0.19, -1.99]]
}

---

Entry 2:
{
  "formula": "C26H78N2O12",
  "method": "ωB97M-V/def2-TZVPD",
  "e_above_lowest_kj_mol": 267.4,
  "spin_multiplicity": 1,
  "lumo_ev": 0.19,
  "smiles": "COC[C@H](C)N.COC[C@H](C)N.CC(C)O.CC(C)O.CC(C)O.CC(C)O.CO.CO.CO.CO.CO.CO",
  "homo_lumo_gap_ev": 9.57,
  "energy_ha": -2049.6061,
  "elements": ["C", "C", "C", "O", "H", "H", "H", "H", "H", "H", "H", "H", "C", "C", "C", "O", "H", "H", "H", "H", "H", "H", "H", "H", "C", "C", "C", "O", "H", "H", "H", "H", "H", "H", "H", "H", "C", "C", "C", "O", "H", "H", "H", "H", "H", "H", "H", "H", "C", "C", "C", "O", "C", "N", "H", "H", "H", "H", "H", "H", "H", "H", "H", "H", "H", "C", "C", "C", "O", "C", "N", "H", "H", "H", "H", "H", "H", "H", "H", "H", "H", "H", "C", "O", "H", "H", "H", "H", "C", "O", "H", "H", "H", "H", "C", "O", "H", "H", "H", "H", "C", "O", "H", "H", "H", "H", "C", "O", "H", "H", "H", "H", "C", "O", "H", "H", "H", "H"],
  "coordinates": [[-17.37, 7.69, 7.55], [-18.73, 7.59, 6.91], [-18.66, 7.03, 5.51], [-19.54, 6.75, 7.75], [-17.41, 8.03, 8.59], [-16.58, 8.26, 7.06], [-17.02, 6.66, 7.67], [-19.12, 8.61, 6.82], [-18.44, 5.96, 5.49], [-17.94, 7.61, 4.92], [-19.60, 7.16, 4.95], [-19.90, 7.28, 8.47], [-18.82, 4.56, 11.91], [-19.72, 5.46, 11.11], [-21.08, 5.61, 11.77], [-19.06, 6.74, 11.02], [-19.27, 3.58, 12.05], [-18.50, 4.98, 12.86], [-17.95, 4.34, 11.29], [-19.85, 5.03, 10.10], [-21.68, 6.44, 11.39], [-20.95, 5.89, 12.83], [-21.55, 4.63, 11.78], [-19.70, 7.44, 11.02], [-27.42, -3.09, 7.27], [-28.70, -2.35, 7.08], [-28.45, -0.96, 6.51], [-29.64, -3.07, 6.26], [-26.86, -2.70, 8.13], [-26.73, -3.12, 6.43], [-27.51, -4.14, 7.58], [-29.17, -2.27, 8.06], [-29.40, -0.51, 6.21], [-27.81, -1.02, 5.62], [-27.92, -0.28, 7.19], [-29.30, -3.08, 5.36], [-17.35, 3.81, 8.16], [-18.12, 2.50, 8.29], [-18.04, 1.67, 7.04], [-17.51, 1.76, 9.38], [-18.01, 4.51, 7.64], [-16.37, 3.66, 7.71], [-17.27, 4.27, 9.15], [-19.15, 2.70, 8.61], [-16.98, 1.49, 6.83], [-18.40, 2.20, 6.15], [-18.61, 0.74, 7.11], [-17.86, 0.86, 9.40], [-21.60, 4.00, 7.52], [-22.27, 3.74, 6.15], [-23.77, 3.73, 6.28], [-24.23, 2.77, 7.21], [-25.62, 2.88, 7.31], [-21.86, 4.75, 5.17], [-20.53, 4.14, 7.40], [-21.80, 3.17, 8.20], [-22.01, 4.93, 7.94], [-21.92, 2.74, 5.87], [-24.25, 3.59, 5.29], [-24.10, 4.76, 6.53], [-26.06, 2.06, 7.89], [-26.14, 2.98, 6.36], [-25.84, 3.76, 7.94], [-20.87, 4.65, 4.97], [-21.94, 5.65, 5.65], [-27.31, -0.99, 10.36], [-27.89, 0.00, 11.37], [-28.89, 0.92, 10.67], [-30.01, 0.12, 10.33], [-30.79, 0.69, 9.30], [-28.52, -0.78, 12.46], [-26.47, -1.50, 10.83], [-26.98, -0.45, 9.47], [-28.08, -1.71, 10.09], [-27.14, 0.65, 11.84], [-28.38, 1.19, 9.72], [-29.14, 1.84, 11.20], [-31.66, 0.06, 9.11], [-30.17, 0.71, 8.39], [-31.15, 1.71, 9.50], [-28.97, -0.17, 13.14], [-29.31, -1.26, 12.03], [-22.34, 2.12, 10.67], [-21.23, 2.00, 11.60], [-22.80, 3.11, 10.80], [-22.03, 2.02, 9.63], [-23.13, 1.44, 10.99], [-20.60, 1.36, 11.28], [-28.74, 4.35, 6.79], [-28.76, 3.29, 7.74], [-28.62, 3.99, 5.77], [-29.65, 4.95, 6.84], [-27.91, 5.02, 7.04], [-29.36, 3.54, 8.44], [-25.52, 6.51, 4.39], [-26.16, 5.98, 5.54], [-25.91, 7.49, 4.10], [-24.44, 6.64, 4.54], [-25.66, 5.81, 3.57], [-26.16, 6.63, 6.24], [-28.80, 1.51, 4.25], [-29.26, 0.41, 3.45], [-27.84, 1.23, 4.69], [-28.62, 2.40, 3.65], [-29.61, 1.77, 4.93], [-29.74, -0.19, 4.02], [-22.14, -0.23, 7.65], [-20.76, -0.45, 7.55], [-22.73, -1.15, 7.64], [-22.35, 0.10, 8.68], [-22.58, 0.52, 7.00], [-20.59, -1.02, 6.79], [-21.83, 6.68, 2.32], [-22.73, 5.59, 2.51], [-20.85, 6.47, 2.75], [-21.65, 6.76, 1.24], [-22.28, 7.61, 2.64], [-22.49, 5.17, 3.36]]
}

---

Q: Number 2 is which compound?
A: C26H78N2O12